No. 1
C17H20Cl3NO4SSn as an isolated structure in a non-equilibrium geometry, computed with ωB97M-V/def2-TZVPD.

```
47
Properties=species:S:1:pos:R:3:lowdin_charge:R:1
C -2.276 0.682 -1.928 -0.32
C -1.977 1.975 -1.359 -0.32
C -2.395 1.952 0.002 -0.36
C -1.429 3.148 -2.056 -0.10
C -2.950 0.671 0.284 -0.30
C -2.896 -0.110 -0.908 -0.30
C -3.421 -1.474 -1.068 -0.09
C -2.084 0.293 -3.331 -0.10
C -2.305 3.088 0.934 -0.14
C -3.536 0.265 1.571 -0.08
Sn 0.168 0.158 -0.539 0.82
Cl 2.449 4.196 -1.124 -0.81
Cl 1.080 1.179 -2.401 0.20
Cl 0.162 1.396 1.524 0.23
H -0.969 2.873 -3.004 0.04
H -0.644 3.633 -1.465 0.05
H -2.190 3.909 -2.271 0.07
H -1.401 3.678 0.761 0.06
H -2.274 2.756 1.974 0.04
H -3.163 3.761 0.825 0.07
H -2.932 0.597 2.423 0.06
H -3.641 -0.820 1.647 0.06
H -4.536 0.699 1.687 0.07
H -3.337 -2.065 -0.150 0.06
H -2.886 -2.022 -1.847 0.05
H -4.484 -1.440 -1.340 0.07
H -1.167 0.724 -3.742 0.03
H -2.920 0.621 -3.962 0.07
H -1.994 -0.791 -3.422 0.06
O -0.572 -1.597 -1.232 -0.36
H -0.193 -2.451 -0.889 0.00
O 2.987 0.838 -0.084 0.00
C 2.862 -0.261 0.443 -0.53
N 1.662 -0.972 0.480 -0.25
S 1.558 -2.400 1.348 0.67
O 0.658 -2.298 2.456 -0.28
O 1.206 -3.423 0.363 -0.33
C 3.289 -2.266 1.675 -0.22
C 4.041 -3.207 2.345 -0.04
C 5.416 -2.895 2.476 -0.08
C 5.955 -1.698 1.931 -0.07
C 5.160 -0.783 1.238 0.01
C 3.825 -1.100 1.139 -0.14
H 3.552 -4.112 2.731 0.12
H 6.055 -3.603 3.021 0.09
H 7.024 -1.476 2.061 0.10
H 5.464 0.167 0.786 0.14
```

Results
Largest force on an atom, hartree/bohr: 0.0795
ΔE to the lowest compared entry with this formula, charge and spin, kJ/mol: 24.3
HOMO level, Ha: -0.0295
Charge: -2
Kohn-Sham gap, eV: 4.8
LUMO level, Ha: 0.1453
DFT total energy, eV: -81869.81614


No. 2
An isolated molecule of CH5ClN2 in a non-equilibrium geometry, computed with ωB97M-V/def2-TZVPD.

```
9
Properties=species:S:1:pos:R:3:lowdin_charge:R:1
C -0.428 -0.382 -0.072 -0.18
N 0.348 0.764 -0.452 -0.16
N 1.729 0.931 0.326 -0.42
Cl 2.857 -0.315 -0.228 0.45
H -0.077 -1.338 -0.483 0.06
H -0.461 -0.450 1.015 0.07
H -1.442 -0.189 -0.428 0.08
H 0.618 0.776 -1.426 0.07
H 1.507 0.673 1.288 0.03
```

Results
Largest force on an atom, hartree/bohr: 0.0741
SMILES: CNNCl
ΔE to the lowest compared entry with this formula, charge and spin, kJ/mol: 207.8
HOMO level, Ha: -0.3481
Kohn-Sham gap, eV: 10.4
LUMO level, Ha: 0.0324
DFT total energy, eV: -16618.33134


No. 3
A 8-piece molecular cluster, C41H43ClN8O3P overall in a non-equilibrium geometry, computed with ωB97M-V/def2-TZVPD.

```
97
Properties=species:S:1:pos:R:3:lowdin_charge:R:1
O 1.262 1.352 1.846 -0.23
P 1.173 0.848 0.487 0.45
O 1.934 1.709 -0.618 -0.12
O -0.332 0.780 -0.079 -0.09
C 1.935 -0.815 0.274 -0.09
C 1.643 -1.296 -1.134 -0.24
C 2.478 -0.960 -2.186 -0.01
C 2.150 -1.385 -3.463 -0.58
Cl 3.167 -0.928 -4.744 0.88
C 0.999 -2.146 -3.656 -0.03
C 0.204 -2.456 -2.588 0.00
N 0.539 -2.032 -1.355 0.15
H 1.262 2.122 -1.183 0.11
H -0.729 -0.081 0.088 0.08
H 1.510 -1.553 0.954 0.11
H 3.017 -0.750 0.340 0.12
H 3.336 -0.342 -1.963 0.13
H 0.708 -2.468 -4.644 0.13
H -0.705 -3.025 -2.692 0.14
H -0.043 -2.239 -0.543 0.15
N -0.899 -4.322 0.835 0.03
C -1.349 -5.253 -0.011 -0.20
C -1.350 -6.609 0.265 -0.07
C -0.854 -7.029 1.489 -0.05
C -0.383 -6.081 2.383 -0.07
C -0.428 -4.748 2.011 -0.15
H -1.728 -4.878 -0.958 0.09
H -1.731 -7.318 -0.457 0.11
H -0.839 -8.080 1.746 0.12
H 0.009 -6.368 3.352 0.08
H -0.075 -3.975 2.684 0.11
N -0.434 -6.799 5.746 0.04
C -1.738 -6.830 5.475 -0.16
C -2.720 -7.072 6.421 -0.06
C -2.323 -7.299 7.729 -0.07
C -0.970 -7.273 8.032 -0.07
C -0.071 -7.018 7.009 -0.15
H -2.004 -6.651 4.439 0.08
H -3.763 -7.080 6.138 0.10
H -3.056 -7.493 8.501 0.11
H -0.619 -7.446 9.040 0.10
H 0.996 -6.986 7.203 0.10
N 2.852 2.936 -6.031 0.05
C 2.781 1.726 -6.588 -0.19
C 2.602 1.512 -7.945 -0.07
C 2.488 2.617 -8.774 -0.07
C 2.558 3.881 -8.214 -0.06
C 2.742 3.986 -6.843 -0.14
H 2.872 0.891 -5.894 -0.02
H 2.554 0.507 -8.342 0.10
H 2.347 2.494 -9.840 0.11
H 2.473 4.769 -8.825 0.11
H 2.805 4.957 -6.364 0.11
N -0.851 6.011 3.592 0.06
C -0.605 4.710 3.444 -0.15
C 0.326 4.195 2.551 -0.07
C 1.038 5.088 1.766 -0.08
C 0.795 6.445 1.904 -0.08
C -0.155 6.851 2.829 -0.17
H -1.188 4.050 4.077 0.10
H 0.491 3.127 2.469 0.06
H 1.775 4.730 1.056 0.10
H 1.330 7.175 1.310 0.10
H -0.377 7.903 2.975 0.11
N -2.846 10.356 -1.047 0.05
C -4.082 10.076 -0.638 -0.16
C -4.388 9.046 0.239 -0.07
C -3.352 8.259 0.715 -0.08
C -2.060 8.535 0.299 -0.07
C -1.863 9.591 -0.577 -0.16
H -4.862 10.715 -1.037 0.10
H -5.411 8.867 0.539 0.10
H -3.548 7.444 1.401 0.11
H -1.225 7.944 0.646 0.07
H -0.867 9.844 -0.926 0.10
N 6.726 2.259 -1.034 0.06
C 5.394 2.257 -1.046 -0.17
C 4.634 2.554 -2.167 -0.09
C 5.291 2.877 -3.345 -0.07
C 6.677 2.887 -3.349 -0.06
C 7.342 2.570 -2.172 -0.15
H 4.919 2.004 -0.103 0.10
H 3.557 2.534 -2.118 0.07
H 4.730 3.114 -4.240 0.08
H 7.231 3.134 -4.244 0.10
H 8.426 2.563 -2.132 0.11
N -4.752 -5.876 3.150 0.06
C -6.075 -6.029 3.096 -0.14
C -6.828 -5.813 1.952 -0.06
C -6.173 -5.414 0.799 -0.08
C -4.798 -5.247 0.836 -0.07
C -4.139 -5.492 2.032 -0.15
H -6.548 -6.340 4.021 0.11
H -7.900 -5.956 1.966 0.11
H -6.727 -5.234 -0.114 0.11
H -4.249 -4.936 -0.042 0.09
H -3.065 -5.380 2.109 0.07
```

Results
Largest force on an atom, hartree/bohr: 0.0350
HOMO level, Ha: -0.3950
Charge: +1
Kohn-Sham gap, eV: 6.2
LUMO level, Ha: -0.1667
DFT total energy, eV: -83084.23277


No. 4
A 15-piece molecular cluster, C60H165N15O15 overall in a non-equilibrium geometry, computed with ωB97M-V/def2-TZVPD.

```
255
Properties=species:S:1:pos:R:3:mulliken_spin:R:1
C 4.844 -20.395 12.108 0.00
C 3.886 -20.541 13.280 0.00
C 4.416 -21.369 14.431 0.00
O 3.611 -21.345 15.633 0.00
C 4.227 -21.864 16.856 0.00
N 3.550 -19.209 13.873 0.00
H 5.107 -21.342 11.637 0.00
H 5.734 -19.790 12.280 0.00
H 4.297 -19.791 11.385 0.00
H 2.941 -20.885 12.859 0.00
H 5.394 -20.936 14.644 0.00
H 4.489 -22.414 14.130 0.00
H 5.038 -21.161 17.048 0.00
H 4.601 -22.839 16.542 0.00
H 3.552 -21.753 17.704 0.00
H 3.143 -19.323 14.790 0.00
H 4.395 -18.690 14.065 0.00
C 5.523 -15.195 2.739 0.00
C 6.989 -15.613 2.778 0.00
C 7.194 -17.068 3.266 0.00
O 6.719 -17.267 4.579 0.00
C 6.801 -18.628 4.920 0.00
N 7.561 -15.380 1.500 0.00
H 5.288 -14.138 2.614 0.00
H 5.219 -15.446 3.755 0.00
H 5.079 -15.846 1.986 0.00
H 7.428 -14.961 3.533 0.00
H 8.250 -17.337 3.254 0.00
H 6.658 -17.745 2.600 0.00
H 6.116 -19.345 4.468 0.00
H 6.518 -18.594 5.972 0.00
H 7.823 -19.003 4.853 0.00
H 8.528 -15.182 1.713 0.00
H 7.263 -14.487 1.132 0.00
C -0.459 -17.628 11.147 0.00
C 0.468 -18.233 12.122 0.00
C 0.038 -19.666 12.438 0.00
O 0.455 -20.593 11.330 0.00
C 0.471 -21.989 11.697 0.00
N 1.821 -17.988 11.786 0.00
H -0.607 -16.621 11.535 0.00
H -1.480 -18.011 11.148 0.00
H -0.181 -17.443 10.110 0.00
H 0.345 -17.718 13.075 0.00
H -1.031 -19.712 12.647 0.00
H 0.559 -20.025 13.326 0.00
H 0.946 -22.063 12.675 0.00
H 1.143 -22.415 10.953 0.00
H -0.536 -22.398 11.784 0.00
H 2.324 -18.387 12.565 0.00
H 1.946 -18.737 11.119 0.00
C 5.909 -26.446 1.490 0.00
C 5.666 -27.027 2.897 0.00
C 6.961 -27.421 3.647 0.00
O 7.792 -28.216 2.833 0.00
C 9.005 -28.530 3.605 0.00
N 4.972 -25.972 3.581 0.02
H 6.421 -27.286 1.021 0.00
H 6.661 -25.657 1.466 0.00
H 5.029 -26.144 0.922 0.00
H 5.126 -27.969 2.802 0.00
H 6.703 -27.831 4.624 0.00
H 7.565 -26.543 3.878 0.00
H 9.589 -29.294 3.092 0.00
H 8.714 -28.857 4.603 0.00
H 9.674 -27.673 3.687 0.00
H 5.145 -26.060 4.572 0.00
H 3.994 -26.221 3.548 0.00
C 7.997 -16.559 -2.092 0.00
C 8.068 -17.886 -1.251 0.00
C 6.861 -18.260 -0.438 0.00
O 7.166 -19.271 0.509 0.00
C 6.025 -19.812 1.126 0.00
N 8.478 -18.951 -2.142 0.00
H 7.477 -15.876 -1.421 0.00
H 7.460 -16.716 -3.027 0.00
H 8.966 -16.091 -2.268 0.00
H 8.871 -17.783 -0.522 0.00
H 6.080 -18.551 -1.141 0.00
H 6.443 -17.359 0.011 0.00
H 5.432 -20.472 0.493 0.00
H 5.414 -19.018 1.556 0.00
H 6.340 -20.443 1.956 0.00
H 7.683 -19.178 -2.721 0.00
H 8.646 -19.765 -1.568 0.00
C 0.007 -23.728 4.794 0.09
C 1.182 -24.509 4.120 -0.03
C 0.779 -25.800 3.292 0.01
O 1.969 -26.399 2.730 0.01
C 1.802 -27.670 2.122 0.00
N 2.096 -23.670 3.344 0.77
H -0.670 -23.412 4.000 0.01
H 0.448 -22.852 5.269 -0.01
H -0.628 -24.324 5.448 0.00
H 1.878 -24.846 4.888 0.12
H 0.137 -25.447 2.485 0.01
H 0.199 -26.522 3.867 0.00
H 2.454 -27.935 1.290 0.00
H 0.781 -27.777 1.756 0.00
H 1.943 -28.447 2.873 0.00
H 2.712 -24.306 2.859 0.00
H 2.661 -23.145 3.997 0.00
C 2.860 -27.029 6.804 0.01
C 4.062 -26.516 7.581 0.00
C 5.296 -27.473 7.697 0.00
O 4.727 -28.649 8.317 0.00
C 5.653 -29.687 8.589 0.00
N 4.478 -25.302 6.863 0.00
H 1.987 -26.377 6.793 0.00
H 2.442 -27.933 7.247 0.00
H 3.096 -27.257 5.765 0.00
H 3.795 -26.199 8.589 0.00
H 6.126 -27.084 8.288 0.00
H 5.673 -27.812 6.732 0.00
H 5.190 -30.632 8.873 0.00
H 6.391 -29.548 9.379 0.00
H 6.203 -29.854 7.663 0.00
H 3.768 -24.596 7.001 0.00
H 5.258 -24.782 7.237 0.00
C 2.209 -17.143 1.494 0.00
C 2.303 -18.255 0.428 0.00
C 2.053 -19.684 0.852 0.00
O 2.455 -20.586 -0.109 0.01
C 2.645 -21.930 0.259 0.01
N 1.412 -17.935 -0.708 0.00
H 2.418 -16.164 1.063 0.00
H 3.016 -17.404 2.178 0.00
H 1.231 -17.055 1.968 0.00
H 3.319 -18.243 0.034 0.00
H 1.010 -19.966 1.000 0.00
H 2.592 -19.960 1.758 0.00
H 2.677 -22.575 -0.619 0.00
H 1.849 -22.335 0.884 0.00
H 3.542 -22.121 0.848 0.00
H 1.590 -18.648 -1.401 0.00
H 1.706 -17.124 -1.233 0.00
C 7.811 -13.821 8.836 0.00
C 6.430 -13.675 9.413 0.00
C 5.952 -14.939 10.077 0.00
O 5.786 -16.021 9.190 0.00
C 5.056 -17.138 9.650 0.00
N 6.397 -12.488 10.339 0.00
H 8.205 -12.837 8.579 0.00
H 7.770 -14.447 7.945 0.00
H 8.528 -14.359 9.457 0.00
H 5.726 -13.311 8.664 0.00
H 4.937 -14.744 10.422 0.00
H 6.630 -15.293 10.854 0.00
H 5.611 -17.726 10.381 0.00
H 4.922 -17.763 8.767 0.00
H 4.117 -16.818 10.101 0.00
H 6.716 -11.640 9.893 0.00
H 5.431 -12.226 10.472 0.00
C 3.011 -20.961 8.973 0.00
C 2.797 -21.303 7.516 0.00
C 4.080 -21.422 6.698 0.00
O 3.805 -21.672 5.344 0.00
C 4.850 -22.201 4.626 -0.02
N 2.023 -22.534 7.542 0.00
H 2.038 -20.828 9.447 0.00
H 3.562 -20.033 9.121 0.00
H 3.483 -21.806 9.474 0.00
H 2.171 -20.560 7.022 0.00
H 4.620 -22.269 7.122 0.00
H 4.693 -20.534 6.852 0.00
H 5.156 -23.130 5.106 0.00
H 5.661 -21.474 4.586 0.00
H 4.513 -22.314 3.596 0.01
H 1.092 -22.171 7.691 0.00
H 2.084 -22.818 6.574 0.00
C 10.145 -20.148 3.051 0.00
C 10.107 -20.940 1.755 0.00
C 9.122 -22.138 1.827 0.00
O 9.459 -22.939 2.959 0.00
C 8.335 -23.780 3.337 0.00
N 9.847 -20.095 0.613 0.00
H 10.603 -20.745 3.840 0.00
H 9.138 -19.920 3.399 0.00
H 10.761 -19.252 2.976 0.00
H 11.116 -21.353 1.764 0.00
H 9.258 -22.778 0.955 0.00
H 8.067 -21.872 1.882 0.00
H 7.957 -24.202 2.405 0.00
H 7.522 -23.168 3.726 0.00
H 8.745 -24.469 4.076 0.00
H 10.350 -19.220 0.640 0.00
H 8.870 -19.844 0.668 0.00
C -4.129 -21.236 10.387 0.00
C -4.222 -22.748 10.278 0.00
C -3.190 -23.254 9.252 0.00
O -3.344 -22.689 7.930 0.00
C -2.389 -23.058 6.997 0.00
N -3.907 -23.293 11.616 0.00
H -4.649 -20.890 11.281 0.00
H -4.624 -20.748 9.548 0.00
H -3.107 -20.868 10.473 0.00
H -5.124 -23.185 9.851 0.00
H -3.354 -24.331 9.208 0.00
H -2.184 -23.047 9.615 0.00
H -1.351 -22.803 7.213 0.00
H -2.605 -22.648 6.010 0.00
H -2.436 -24.146 7.019 0.00
H -3.811 -24.297 11.566 0.00
H -4.607 -23.178 12.335 0.00
C 3.616 -17.269 5.976 0.00
C 3.784 -15.762 6.217 0.00
C 2.965 -15.134 7.338 0.00
O 1.612 -15.572 7.109 0.00
C 0.707 -15.281 8.168 0.00
N 5.248 -15.342 6.379 0.00
H 4.112 -17.496 5.032 0.00
H 2.582 -17.609 6.030 0.00
H 4.114 -17.835 6.764 0.00
H 3.428 -15.235 5.331 0.00
H 3.103 -14.053 7.351 0.00
H 3.349 -15.528 8.279 0.00
H -0.192 -15.870 7.983 0.00
H 0.498 -14.220 8.303 0.00
H 1.167 -15.653 9.084 0.00
H 5.811 -15.793 5.672 0.00
H 5.452 -15.718 7.294 0.00
C 0.683 -19.749 4.241 0.01
C -0.723 -19.364 4.646 0.00
C -0.891 -18.924 6.116 0.00
O -0.425 -19.941 6.946 0.00
C -0.970 -19.914 8.267 0.00
N -0.925 -18.218 3.811 0.00
H 0.978 -20.490 4.984 0.00
H 1.413 -18.945 4.332 0.00
H 0.813 -20.105 3.219 0.00
H -1.478 -20.077 4.314 0.00
H -1.961 -18.734 6.203 0.00
H -0.353 -17.982 6.219 0.00
H -0.438 -20.691 8.815 0.00
H -2.023 -20.188 8.341 0.00
H -0.696 -19.003 8.800 0.00
H -0.173 -17.553 3.925 0.00
H -1.737 -17.685 4.089 0.00
C 10.950 -26.597 8.682 0.00
C 9.932 -25.734 9.497 0.00
C 8.591 -25.651 8.740 0.00
O 8.734 -24.913 7.573 0.00
C 7.581 -24.865 6.741 0.00
N 9.731 -26.365 10.781 0.00
H 11.927 -26.726 9.147 0.00
H 11.112 -26.178 7.689 0.00
H 10.491 -27.547 8.411 0.00
H 10.417 -24.766 9.619 0.00
H 7.833 -25.130 9.323 0.00
H 8.204 -26.606 8.386 0.00
H 7.792 -24.292 5.838 0.00
H 6.885 -24.266 7.328 0.00
H 7.173 -25.824 6.420 0.00
H 10.594 -26.811 11.057 0.00
H 9.177 -27.199 10.650 0.00
```

Results
Largest force on an atom, hartree/bohr: 0.0634
ΔE to the lowest compared entry with this formula, charge and spin, kJ/mol: 0.0
HOMO level (spin up / spin down), Ha: -0.3750 / -0.3750
Charge: +1
Kohn-Sham gap (spin up / spin down), eV: 8.3 / 2.5
Spin multiplicity: 2
LUMO level (spin up / spin down), Ha: -0.0711 / -0.2847
DFT total energy, eV: -117939.58420